(1)
Density functional theory data (wB97M-V/def2-TZVPD) for an isolated molecule of C5H12O in a non-equilibrium geometry.

```
18
Properties=species:S:1:pos:R:3:forces:R:3:mulliken_charge:R:1
C 1.584 -1.555 1.160 0.110 -0.110 0.069 -1.097
C 1.163 -0.772 -0.077 0.004 0.105 0.130 -0.580
C -0.167 -0.087 0.161 0.322 0.564 1.505 0.123
O -0.086 0.810 1.470 0.356 -1.793 -0.017 -0.661
C -0.614 0.971 -0.821 0.110 0.766 0.636 -0.368
C -2.062 0.998 -1.314 0.011 -0.001 0.095 -1.208
H 2.577 -1.996 1.043 -0.077 0.004 0.023 0.368
H 1.585 -0.900 2.036 0.085 -0.200 -0.105 0.291
H 0.868 -2.361 1.361 0.142 0.101 -0.027 0.283
H 1.899 0.006 -0.329 -0.035 -0.112 0.098 0.337
H 1.127 -1.437 -0.954 -0.270 0.233 0.180 0.318
H -0.961 -0.788 0.438 0.203 0.058 -0.003 0.291
H 0.801 1.184 1.644 -0.383 -0.606 -0.521 0.336
H -0.479 1.643 0.075 -0.759 1.316 -2.401 0.233
H 0.118 1.193 -1.611 -0.171 -0.206 0.214 0.340
H -2.324 2.026 -1.589 0.007 -0.191 -0.004 0.328
H -2.284 0.366 -2.185 0.264 0.030 0.222 0.328
H -2.743 0.700 -0.509 0.081 0.041 -0.094 0.339
```
Forces are in eV/Å.

Computed properties:
**HOMO-LUMO gap**: 10.9 eV
**Net charge**: 0
**SMILES string**: CCC(O)CC
**Maximum force**: 0.05525 Eh/bohr
**HOMO**: -9.80 eV
**ΔE to the lowest compared entry with this formula, charge and spin**: 148.11 kJ/mol



(2)
Density functional theory data (wB97M-V/def2-TZVPD) for C9H13N3O2 as an isolated structure in a non-equilibrium geometry.

```
27
Properties=species:S:1:pos:R:3:forces:R:3:mulliken_charge:R:1
C -3.951 1.219 0.641 -0.453 1.278 -0.088 -0.152
C -3.399 -0.027 0.806 1.847 -1.903 -1.060 -0.187
C -2.363 2.547 1.641 1.398 0.901 -0.240 0.765
C 2.407 -1.104 -1.431 3.094 -1.246 -3.300 -0.451
C 0.968 -1.190 -1.770 -1.501 0.715 2.259 -0.717
C 2.818 -1.078 -0.020 -1.260 -2.375 1.682 -0.776
C 0.230 -0.068 -1.024 -0.622 -1.702 1.159 -1.093
C 2.031 -0.035 0.626 1.462 4.693 2.137 -0.631
C 0.531 -0.180 0.489 -1.061 -1.734 -0.686 0.423
N -3.413 2.396 0.960 0.359 0.946 1.053 -0.559
N -2.102 -0.187 0.972 -1.370 -3.103 0.127 -0.725
N -1.435 0.856 1.386 0.002 1.312 0.845 0.325
O -1.577 3.222 2.188 -0.662 -0.007 -0.025 -0.412
O -0.111 0.835 1.287 0.686 -0.036 -0.266 -0.239
H -4.860 1.373 0.181 -2.141 -0.363 -0.760 0.492
H -4.022 -0.936 0.588 0.840 0.939 0.404 0.303
H 2.831 -2.031 -1.914 0.229 0.993 0.230 0.265
H 2.885 -0.219 -1.911 -0.411 -0.483 -0.131 0.288
H 0.731 -1.002 -2.771 0.268 -0.030 -1.805 0.386
H 0.561 -2.173 -1.528 -0.075 -0.066 0.181 0.326
H 2.476 -2.032 0.391 0.040 -0.335 0.287 0.307
H 3.846 -1.041 0.319 0.454 0.305 -0.926 0.357
H 0.733 0.791 -1.256 0.978 2.609 -1.172 0.458
H -0.805 0.033 -1.337 -0.215 -0.192 0.429 0.370
H 2.480 0.316 1.647 -1.462 -1.284 -1.181 0.344
H 2.364 0.917 0.059 -0.951 -0.927 0.550 0.242
H 0.145 -1.205 0.781 0.525 1.095 0.295 0.292
```
Forces are in eV/Å.

Computed properties:
**HOMO-LUMO gap (spin up / spin down)**: 7.4 / 7.2 eV
**Multiplicity**: 3
**Expectation value of S²**: 2.01
**Net charge**: 0
**Maximum force**: 0.10423 Eh/bohr
**HOMO (spin up / spin down)**: -6.50 / -9.41 eV
**ΔE to the lowest compared entry with this formula, charge and spin**: 299.92 kJ/mol



(3)
Density functional theory data (wB97M-V/def2-TZVPD) for C11H10FFeI2NOS as an isolated structure in a non-equilibrium geometry.

```
28
Properties=species:S:1:pos:R:3:forces:R:3:mulliken_charge:R:1
Fe -7.794 -4.978 8.177 1.335 -1.904 -1.303 0.574
I -7.341 -3.504 13.009 -0.731 -0.129 -0.239 0.237
C -9.064 -3.978 11.935 -0.809 0.183 0.962 -0.863
C -10.354 -4.160 12.537 1.924 0.102 -0.881 -0.402
C -11.448 -4.527 11.778 -0.648 0.422 0.720 -0.304
I -13.196 -4.651 12.946 0.275 -0.131 -0.830 0.219
C -11.369 -4.735 10.355 0.714 0.132 -1.048 0.971
C -12.418 -5.038 9.446 1.244 -0.405 -0.586 -0.480
C -12.085 -5.380 8.120 -0.903 0.552 1.273 -0.675
C -10.776 -5.406 7.692 1.629 0.338 0.885 -0.236
N -9.756 -4.990 8.482 -3.268 0.534 1.016 -0.171
C -10.071 -4.596 9.777 -0.818 -1.231 -1.362 0.663
C -8.942 -4.139 10.542 3.327 0.535 -1.906 0.783
O -7.800 -3.936 9.868 -2.850 -0.396 2.619 -0.692
H -10.443 -4.015 13.601 -0.029 -0.017 0.057 0.418
H -13.433 -5.040 9.797 -0.324 -0.069 -0.007 0.358
H -12.836 -5.600 7.382 -0.328 -0.164 0.111 0.398
H -10.514 -5.783 6.708 0.099 0.160 0.125 0.475
F -7.767 -6.780 7.544 -0.017 1.102 0.512 -0.724
C -4.651 -5.516 7.845 -0.130 -1.025 0.752 -0.764
S -5.812 -4.577 6.897 -0.234 1.139 -0.311 0.145
C -5.268 -2.927 7.455 0.697 -0.703 -0.172 -0.834
H -3.634 -5.355 7.465 -0.331 -0.013 0.268 0.351
H -4.966 -6.561 7.674 0.396 0.340 0.263 0.329
H -4.771 -5.261 8.926 0.419 -0.289 -0.842 0.278
H -5.142 -2.987 8.560 0.056 0.362 -0.874 0.272
H -6.046 -2.229 7.172 0.091 0.319 0.001 0.334
H -4.316 -2.749 6.895 -0.789 0.254 0.799 0.341
```
Forces are in eV/Å.

Computed properties:
**HOMO-LUMO gap (spin up / spin down)**: 7.6 / 5.2 eV
**Multiplicity**: 6
**Expectation value of S²**: 8.80
**Net charge**: +1
**Maximum force**: 0.07566 Eh/bohr
**HOMO (spin up / spin down)**: -12.16 / -12.03 eV



The lowest maximum force belongs to which entry?
C5H12O